{
  "formula": "C4H10N2",
  "method": "the ωB97M-V functional and the def2-TZVPD basis",
  "symbols": ["C", "C", "N", "H", "H", "H", "H", "H", "C", "C", "N", "H", "H", "H", "H", "H"],
  "xyz": [[-1.91, 0.98, -0.06], [-1.37, 0.92, -1.28], [-1.43, -0.13, -2.15], [-2.46, 0.14, 0.34], [-1.63, 1.82, 0.56], [-0.67, 1.70, -1.56], [-1.72, -1.05, -1.87], [-0.87, -0.09, -2.99], [1.89, 0.59, 1.09], [1.31, -0.53, 1.53], [1.06, -1.67, 0.75], [2.25, 0.70, 0.08], [1.84, 1.46, 1.72], [0.91, -0.56, 2.54], [1.75, -1.71, 0.03], [1.05, -2.55, 1.27]],
  "homo_energy_ev": -7.77,
  "de_lowest_ev": 1.7413,
  "total_charge": 0,
  "lumo_energy_ev": 1.08
}